1.
This record from OMol25 describes a structure of composition C51H71AsGeIrN5O2. The level of theory is ωB97M-V with the def2-TZVPD basis set.

Output
Strongest force on any atom   0.0464 hartree/bohr
Kohn-Sham gap (alpha / beta)   5.95 / 3.90 eV
Charge   +3
Molar mass   1125.91 g mol⁻¹
Multiplicity   2
Energy   -6826.34562 a.u.

The geometry in XYZ format:
```
132
C51H71AsGeIrN5O2 (ωB97M-V with the def2-TZVPD basis set)
C -6.6177 7.5557 -4.8144
H -7.3113 8.3287 -5.1242
C 1.2526 -3.5360 -4.5914
C 1.0104 -5.3953 -1.6996
C -5.2016 6.6245 -3.1224
H -0.6995 7.2066 -0.4889
C 4.3286 -0.4589 1.2634
H 0.7839 -5.8189 0.4278
C 2.2675 0.3236 3.7184
C -0.4883 7.2178 -3.8803
H -0.8379 2.6268 1.0313
H -4.8508 4.9729 -6.1512
C 1.9930 0.6248 -3.5953
C 1.5600 1.1347 -4.8156
C 1.5798 -1.9393 3.0920
C -2.2376 2.0880 -0.7729
H 3.5228 -3.9914 -0.5184
H 2.8540 -1.1409 -2.6976
H 2.4269 -6.0632 -0.1878
C 4.1310 1.3347 -1.1078
H 3.6139 -2.3943 -1.2338
H -3.0676 -1.3608 2.5633
C 4.1728 -3.9999 -2.5725
C 0.6721 3.2979 -1.2514
C 3.3273 -3.4293 -1.4353
H -4.8108 6.6293 -2.1125
H 5.2234 -4.0071 -2.2742
C 2.9649 -0.5245 -3.5836
C 0.8273 2.4528 -2.4861
H -2.0134 0.0092 4.0170
C -1.6220 1.5596 2.5943
C -3.8265 0.8861 -5.9757
C 3.0018 -0.0472 0.7266
H 1.3356 -3.3072 4.7175
H -6.5491 6.6132 -6.7794
H -0.1978 3.8209 -3.7554
H -2.8834 0.4445 -7.8514
H 2.1993 -3.3868 1.6316
C -4.1861 3.3398 -1.8806
H 1.9605 2.4452 3.9049
H 3.9927 -0.1507 -3.6110
H -3.3801 1.3634 -2.4091
C -3.5567 1.9868 -1.5347
H 1.6093 -5.7656 -2.5350
C -5.2061 5.6893 -5.4208
C 0.6847 -2.8718 -3.3357
H 0.4578 8.3773 -2.3460
C 1.9439 -1.3706 5.4142
H 4.9094 0.4184 1.5661
H 1.6021 3.8447 -1.0632
H 0.0183 7.7246 -4.6916
C -2.0947 5.5849 -3.1172
C 2.2786 -0.0794 5.0514
H -1.6698 6.0197 -5.1976
H -0.1310 4.0227 -1.3596
H 4.9885 0.6633 -1.1724
H -0.3912 -3.0599 -3.2801
H 4.0976 -3.4027 -3.4792
H -0.3196 0.4414 3.8139
C -3.9609 1.8093 -4.9466
H 2.5971 1.9782 2.3269
C 2.6352 1.7549 3.3914
H 1.1607 -7.2241 -0.5620
C -2.2135 -1.5913 1.9267
C -0.8918 6.9256 -1.5174
C 2.9191 0.6352 -0.5849
C -2.2209 2.3194 -7.0463
H 3.8979 -5.0282 -2.8068
Ge -3.4729 4.2374 -3.4832
H -4.4106 -0.0254 -5.9625
C 1.9174 -0.6216 2.7411
O -1.9787 3.1011 -0.1272
H -6.5190 8.2568 -2.7649
C -1.2606 0.2905 3.2796
C -6.1573 7.5397 -3.4898
H 0.2666 2.2875 2.2480
H -4.2285 1.4403 -0.8636
C -1.4384 6.2476 -4.1651
H -5.2585 3.2196 -2.0432
C 1.2743 -2.9754 2.0408
C -1.8397 5.9499 -1.7897
C -3.2028 2.9832 -4.9379
C 0.3833 2.9045 -3.7186
N 1.7752 0.6537 -1.1337
N -1.0391 -0.7649 2.2842
H 3.9462 1.7755 -2.0829
As 1.3550 -3.4684 -1.5774
N 1.9022 -0.1802 1.3594
H 2.5680 0.6371 5.8127
H -1.9683 -2.6432 2.0850
C 0.7102 2.2241 -4.8815
H -1.5975 -1.2340 -1.2831
H -1.5611 2.5321 -7.8787
H -1.7352 4.1323 -6.0234
H 4.4005 2.1355 -0.4111
H 0.8568 -3.0401 -5.4814
C 1.5925 -2.2917 4.4377
C -6.1600 6.6109 -5.7689
H -2.3544 5.4581 -0.9731
H 1.9059 0.6698 -5.7317
H -4.6846 1.6235 -4.1604
C -2.3314 3.2282 -6.0020
C -2.9636 1.1472 -7.0318
H 0.4754 2.6805 -0.3790
H 0.9717 -4.5868 -4.6556
H 2.8271 -1.1403 -4.4690
H 0.7234 -2.5484 1.2066
H 4.9065 -0.9845 0.5018
H -0.3231 -1.3767 2.6647
H 3.6394 1.9757 3.7547
H 1.9596 -1.6618 6.4571
H 0.8184 -1.7912 -3.3755
H -1.8174 2.3380 3.3326
O -1.5217 1.0004 -0.8559
H -2.5243 1.4420 1.9916
N -1.3816 -1.5055 -0.3267
H -3.0008 -0.3913 0.3482
H -4.0716 4.0040 -1.0229
C 1.3671 -6.1618 -0.4310
H -3.3542 -2.1165 0.2108
Ir 0.0199 0.1547 0.3881
H -1.0258 -2.4621 -0.3396
N -0.5092 1.9122 1.7082
H 0.3443 2.5667 -5.8410
H 4.2197 -1.1011 2.1333
C -0.2309 7.5703 -2.5602
C 1.5411 1.2444 -2.4238
C -4.7556 5.6641 -4.0807
H 2.3372 -3.4702 -4.6361
H 0.7098 -3.8062 2.4667
H -0.0399 -5.5249 -1.9633
C -2.5927 -1.3895 0.4955
```

Results of the Löwdin charge analysis, in e, for atoms 1 through 5: C 0.045; H 0.135; C -0.148; C -0.441; C -0.028

=====

2.
This record from OMol25 describes a structure of composition C51H72N8OP3S3Ti. The level of theory is ωB97M-V with the def2-TZVPD basis set.

Output
Strongest force on any atom   0.0434 hartree/bohr
Kohn-Sham gap (alpha / beta)   5.14 / 5.15 eV
Charge   +1
Molar mass   1050.18 g mol⁻¹
Energy   -5567.81875 a.u.

The geometry in XYZ format:
```
139
C51H72N8OP3S3Ti (ωB97M-V with the def2-TZVPD basis set)
C 0.2238 3.4171 3.3534
H 1.6844 1.4144 1.6573
C -2.0915 1.3894 -5.0442
H -4.8699 -4.0063 2.2593
N -0.9392 -1.3029 -4.2867
H 4.6293 -0.2680 -5.4406
H -1.0165 -3.6099 -2.9587
H 4.4263 -1.2787 -3.1938
S 2.9024 1.2175 -0.4049
H 0.5103 4.4376 -1.9920
H 7.0367 1.3969 3.5883
H 2.2718 -2.0550 -6.1831
C 6.2879 3.2747 2.8753
C -0.5356 4.5270 3.6814
H 0.9682 5.3673 6.5905
C 0.7759 4.8287 5.6749
C 1.2659 3.0383 4.1785
N 0.1629 -2.0606 -0.4937
H 2.2370 -0.2058 -2.5274
C -0.7837 -3.0015 -0.4459
H 0.6631 2.3925 -5.9595
H -1.8585 -4.9619 -4.6983
H 4.6522 -2.0230 -5.5901
H 2.0811 -1.4737 2.3529
H -2.9962 -1.4905 -3.8809
C -3.8993 -2.3017 1.4109
P -0.0557 0.0505 -3.7687
C -0.4588 -2.2600 -5.2701
H 2.3527 3.4024 5.9861
Ti -0.0464 -0.0844 -0.4390
C 4.5372 0.6114 -0.0844
H 0.3036 -2.9207 -4.8344
C -1.8025 2.8624 -1.4908
C -1.6063 -3.1113 -5.8101
H -0.2112 0.7263 4.2219
C 0.1035 2.4728 -5.0179
C 4.7853 -0.7630 -0.1467
H 8.1114 -0.7037 0.4547
H -1.1789 3.7479 -7.2327
C 1.1290 -1.8452 2.7245
C 3.8984 3.5346 2.8947
H 6.2716 -2.2852 0.0024
H -1.8581 0.3014 3.7125
H 7.2666 3.6719 2.6548
C -2.8614 -3.7880 2.9758
H -3.7454 2.0013 0.8213
C 1.4800 -2.4569 -0.3786
H -4.9906 -0.0360 -0.2569
H -2.7436 -3.6396 -2.6144
H -1.7999 -2.6548 -0.6010
C -0.7782 3.7111 -5.1276
H 1.6840 3.8287 -0.8118
C -1.7329 3.5542 -6.3126
H -3.8909 0.7998 2.1124
C 6.8538 1.0306 0.3569
H -4.0033 0.4916 -1.6364
C 1.5441 3.7252 5.3469
S -0.5465 3.1855 -0.2128
C -0.2562 5.2315 4.8412
C 2.6350 -0.1224 -3.5384
H -0.0045 -1.7172 -6.0956
H 3.0220 4.1379 2.7064
H -2.3465 -2.4526 -6.2683
C 1.8855 0.0354 -5.8057
H -1.9103 -1.2923 -2.4751
H -1.3406 3.8532 -4.2057
C 0.7940 3.5874 -1.3842
H -0.1402 4.5865 -5.2664
C 0.7989 -4.7532 -0.0800
H -3.3960 2.1747 -6.5634
H -2.5230 4.3042 -6.2463
C -0.8400 -0.0660 3.8300
C -2.7420 -1.5299 1.3621
H -4.7676 -2.0354 0.8289
C -2.2549 -3.9459 -4.6970
H -2.6058 1.9196 -4.2262
P -0.2019 -0.6784 2.1946
H 5.2615 5.0506 2.2552
C -4.0803 -0.2331 -0.8239
H -1.3486 -5.0393 -0.1599
C 3.5676 -1.2864 -3.8693
H -0.8498 6.0935 5.1014
H 0.9953 0.0756 -6.4340
C 6.0820 -1.2224 0.0572
C 2.4185 -1.3929 -0.3681
H 2.4327 0.9827 -5.9270
H -1.9119 3.7488 -2.1060
C 1.8008 -3.8245 -0.1979
H 1.0267 -5.7896 0.1121
H -1.4445 1.9900 -2.0608
C -1.6307 -1.8855 2.1373
S 2.1717 1.4933 3.8099
C 4.9026 1.4822 3.6540
C -1.9943 -3.3052 -3.3326
H -1.8542 1.5626 -7.1584
H 2.8307 -4.1403 -0.1199
C -3.9623 -3.4226 2.2188
C 7.1107 -0.3303 0.3073
H 0.9507 -2.8413 2.3214
H -3.3284 -4.0122 -4.8744
N -0.1634 0.3748 -2.2540
H -2.7509 2.6425 -1.0078
C 2.8090 -1.1071 -6.2370
N 3.7734 -1.6649 -0.4257
H -2.3779 1.7165 1.9116
H -1.2181 -3.7630 -6.5952
H 0.9587 2.6861 -1.9759
H 4.0449 -2.6341 -0.4462
C -0.5363 -4.3358 -0.2185
H -2.5098 0.3832 -5.0989
H -0.8619 -0.8994 4.5317
H 3.0238 -2.2238 -3.7297
H 7.6530 1.7286 0.5410
H 5.3492 2.5562 0.1857
H 1.1825 -1.8780 3.8109
H 0.8311 2.5811 -4.2049
P -2.5740 -0.0854 0.2478
C 3.7788 2.2559 3.4120
H -2.9069 -4.6609 3.6105
C -2.0230 -1.7849 -3.4543
C 5.5651 1.4998 0.1617
H 3.1992 0.8212 -3.6293
H 4.7922 0.4862 4.0554
N -0.6717 1.2574 -4.8076
H -1.3464 4.8347 3.0398
N 1.5579 0.8696 2.5047
C -2.3259 2.1329 -6.3578
C 6.1599 1.9933 3.3867
O -0.1878 1.8294 0.3108
C 4.0274 -1.1713 -5.3203
N 1.9265 -0.1597 -0.2870
C -3.2068 1.2427 1.3881
H 3.1193 -0.9470 -7.2715
H -4.1308 -1.2260 -1.2691
C -1.7129 -3.0154 2.9418
C 5.1603 4.0438 2.6344
H 0.0147 2.8381 2.4666
N 1.4924 -0.1121 -4.4196
H -0.8731 -3.2966 3.5623
```

Results of the Löwdin charge analysis, in e, for atoms 1 through 5: C -0.097; H -0.062; C -0.223; H 0.107; N -0.198

=====

3.
This record from OMol25 describes a cluster of 10 separate species, C51H73FN2O18 in total. The level of theory is ωB97M-V with the def2-TZVPD basis set.

Output
Strongest force on any atom   0.0367 hartree/bohr
Kohn-Sham gap   8.99 eV
Charge   0
Molar mass   1021.14 g mol⁻¹
SMILES   CCCCc1cnc2ccc([C@H](F)CC)cc2n1.O=C1CCCO1.O=C1CCCO1.O=C1CCCO1.O=C1CCCO1.O=C1CCCO1.O=C1CCCO1.O=C1CCCO1.O=C1CCCO1.O=C1CCCO1
Energy   -3550.95461 a.u.

The geometry in XYZ format:
```
145
C51H73FN2O18 (ωB97M-V with the def2-TZVPD basis set)
H 14.9897 9.1600 -0.9454
H -8.9866 -4.6230 1.5349
C 12.5128 7.0371 -1.4835
O -8.4035 -1.8059 -0.4607
O -0.5633 4.5816 4.4642
C 13.8829 7.5498 -1.9145
H -6.5952 1.5898 1.7939
H 6.0443 3.7695 -1.3744
C -8.2365 -9.2189 -1.3133
H -8.9192 -9.5694 -2.0846
H -6.6001 -9.7523 -2.6028
C -3.2838 -13.4468 -0.9897
H 10.2477 9.1031 3.2241
H -2.1294 -1.7605 -2.0993
H -4.6859 -4.5769 -4.5496
H 10.8891 9.5388 0.9079
C -0.8799 -0.1597 -1.3532
H -12.4736 -6.1641 0.6966
H -4.4416 -5.0721 -2.8475
H 13.5055 9.6949 -1.7541
H -8.6291 -9.5115 -0.3361
C -0.3301 0.2425 0.0096
H -6.9122 1.8161 -0.6253
C 13.9663 8.8825 -1.1878
H -0.1079 -0.6693 -1.9346
O -12.4936 -5.8538 3.5455
C -8.0723 -0.7239 -0.0686
C 5.1012 1.9109 -1.9103
H -10.2208 -6.2574 -0.2709
H -3.1316 -13.6097 0.0783
H 6.7802 -1.8324 -2.3056
C -2.1978 2.9060 4.2182
H -6.6215 -10.6828 -1.1096
O 11.5523 7.3653 0.7233
H 12.4836 5.9533 -1.4141
H 5.5165 5.6905 0.7365
O -8.4377 0.4279 -0.6776
C -5.5282 -14.0730 -1.4039
C -7.7936 1.5449 -0.0404
C -5.9914 -8.5945 -0.9001
H -8.4763 2.3915 -0.0209
H -1.9406 2.2154 6.2965
H 8.3403 0.7357 -2.4675
H 14.0036 7.6398 -2.9925
C -7.4356 1.0558 1.3538
H -6.8777 -3.7808 -4.1421
C 6.2973 1.4486 -2.7160
H -11.8145 -7.5871 1.5557
H 8.2887 8.5698 1.8503
C 9.7521 9.9319 2.7217
H -7.3048 -2.5204 -2.1735
O 5.5328 9.1055 3.2225
C 5.2476 8.4115 2.2899
H 5.2892 -1.0269 -1.7782
C 4.0057 7.2531 0.6419
H -6.1372 -0.6169 0.8219
C 3.0457 1.5896 -1.0592
C 8.3572 9.5994 2.2036
H 3.6105 7.2962 -0.3712
H -6.8886 -5.0890 -2.9616
H -6.2089 -14.4218 -2.1774
O -8.1544 -7.7812 -1.3623
H -3.2567 2.9517 3.9789
C 7.4684 0.9615 -1.8422
C 7.1281 -0.1858 -0.8678
H 0.0901 2.7222 1.1251
H 3.3682 6.5834 1.2222
H 11.7167 7.3980 -2.1365
H -0.4461 4.4928 6.5294
H -1.1602 0.7548 -1.8906
C -0.5804 3.8212 5.6844
H -3.0596 -0.4495 -1.3550
H -5.9221 -14.3655 -0.4281
C -4.8952 -4.3334 -3.5110
C -6.8134 -9.7037 -1.5332
N 4.0658 1.1154 -1.8373
C -11.6839 -6.5269 1.3563
O -3.8455 -11.0913 -1.0655
C 1.9067 0.7796 -0.8914
H 7.7754 1.8220 -1.2260
C -6.4061 -3.1217 -2.1519
O 7.2094 10.8170 0.4442
H -10.4503 -4.0341 0.7300
C -4.1064 -14.5610 -1.6247
H -2.2097 -1.5868 -0.3058
O -6.5813 -6.2337 -0.9838
C 2.0043 3.2340 0.3377
H -8.2929 1.1723 2.0193
C 10.4637 10.3765 1.4567
H -2.3306 -13.3043 -1.4908
H -2.6886 3.8009 6.1135
O 9.4418 10.9880 0.6424
C -11.7165 -5.7273 2.6450
C 5.1346 3.1742 -1.2612
H 7.5901 9.7968 2.9417
H 9.6919 10.7645 3.4262
C 4.0916 8.6097 1.3343
O -3.2772 -2.5163 -3.4417
H -6.2977 -3.5584 -1.1586
H -7.4435 -1.0366 1.9698
O 13.2224 8.6955 0.0287
H 11.2497 11.1025 1.6582
C -10.0435 -4.8191 1.3706
C -1.9333 3.1282 5.7033
H -1.1060 0.6667 0.6579
H 14.6588 6.8770 -1.5450
H 4.3474 9.4101 0.6378
C 0.8638 1.1704 -0.1304
O -10.7394 -4.7879 2.6320
C 8.2225 10.5300 1.0194
O -5.4489 -12.6363 -1.4521
H 0.2501 3.1121 5.6623
C 12.3480 7.6702 -0.1170
H 6.7032 0.2252 0.0550
C -4.3551 -2.9616 -3.1579
C -6.3871 -4.1700 -3.2463
H 8.0885 -0.6289 -0.5649
H -3.9200 -15.5459 -1.2007
C -6.8869 -7.3880 -1.0875
H 2.0104 4.1921 0.8517
H 5.9795 0.7084 -3.4566
C -1.4498 4.0612 3.5819
C -2.1477 -1.0479 -1.2592
N 4.1744 3.6909 -0.5413
O -5.2566 -2.2841 -2.4160
H 1.9121 -0.1940 -1.3719
H -9.5690 -6.9119 1.2295
H -1.7671 1.9686 3.8616
H -5.0403 -8.4577 -1.4055
O 5.9771 7.3305 1.9204
C -7.1722 -0.4265 1.1124
H 6.6489 2.3108 -3.3035
C -10.2948 -6.2101 0.8134
O -1.5688 4.4606 2.4605
F 0.1368 -0.9081 0.6801
C 5.4456 6.7751 0.7029
C -4.1755 -12.2362 -1.1756
H 6.1653 -2.0798 -0.6815
H -5.8367 -8.7596 0.1672
C 6.2947 -1.3210 -1.4665
C 3.1110 2.8352 -0.4417
H 6.0421 7.1444 -0.1354
C 0.9386 2.4393 0.5049
H -3.8934 -14.6101 -2.6940
H 3.1805 8.8531 1.8743
```

Results of the Löwdin charge analysis, in e, for atoms 1 through 5: H 0.125; H 0.125; C -0.071; O 0.098; O 0.029